[1]
A cluster of 2 separate species, C4H8O2 in total, computed with wB97M-V/def2-TZVPD.

```
! wB97M-V def2-TZVPD RIJCOSX def2/J DEFGRID3
* xyz 0 1
C 0.52 0.26 2.14
C 1.02 1.12 -1.08
O 1.22 -0.18 -1.24
C -0.02 -0.94 -1.25
C -1.08 0.14 -1.17
O -0.28 1.35 -1.02
H 0.04 1.24 2.03
H 0.94 0.18 3.14
H -0.21 -0.54 1.98
H 1.33 0.18 1.40
H -0.05 -1.53 -2.17
H -0.01 -1.61 -0.38
H -1.74 0.07 -0.30
H -1.68 0.25 -2.08
*
```

Largest force on an atom: 0.38 eV/A
HOMO-LUMO gap: 10.34 eV
Energy above the lowest of the compared OMol25 structures with the same formula, charge and spin: 2.7272 eV

Mulliken population analysis, charges in e, atoms 1 to 8: atom 1 (C): -0.9468, atom 2 (C): -0.1169, atom 3 (O): -0.1902, atom 4 (C): -0.2810, atom 5 (C): -0.2647, atom 6 (O): -0.1828, atom 7 (H): 0.2390, atom 8 (H): 0.3170


[2]
An isolated molecule of C15H25NO2, computed with wB97M-V/def2-TZVPD.

```
! wB97M-V def2-TZVPD RIJCOSX def2/J DEFGRID3
* xyz 0 1
C -5.14 -0.72 2.32
C -3.90 -0.74 1.44
C -3.82 0.35 0.41
C -4.79 1.31 0.22
C -4.66 2.29 -0.75
C -3.54 2.31 -1.55
C -2.54 1.36 -1.39
C -2.68 0.38 -0.41
O -1.76 -0.61 -0.18
C -0.59 -0.65 -0.96
C 0.21 -1.87 -0.49
C 1.43 -2.16 -1.37
C 2.50 -1.07 -1.38
C 3.13 -0.83 -0.02
N 4.19 0.16 -0.12
C 4.87 0.42 1.13
C 5.88 1.55 0.92
O 5.24 2.71 0.45
H -5.21 0.21 2.88
H -6.04 -0.84 1.72
H -5.10 -1.54 3.03
H -3.83 -1.70 0.93
H -3.01 -0.67 2.07
H -5.68 1.31 0.84
H -5.44 3.03 -0.88
H -3.42 3.07 -2.31
H -1.67 1.39 -2.02
H -0.01 0.27 -0.82
H -0.84 -0.76 -2.02
H -0.46 -2.73 -0.51
H 0.51 -1.72 0.55
H 1.88 -3.09 -1.02
H 1.09 -2.33 -2.39
H 3.28 -1.37 -2.08
H 2.08 -0.13 -1.75
H 3.49 -1.79 0.40
H 2.39 -0.42 0.68
H 4.87 -0.15 -0.81
H 5.39 -0.46 1.54
H 4.12 0.74 1.86
H 6.64 1.23 0.20
H 6.37 1.82 1.85
H 4.57 2.42 -0.19
*
```

Largest force on an atom: 0.41 eV/A
HOMO-LUMO gap: 9.13 eV
SMILES: CCc1ccccc1OCCCCCNCCO
Energy above the lowest of the compared OMol25 structures with the same formula, charge and spin: 1.2502 eV

Mulliken population analysis, charges in e, atoms 1 to 8: atom 1 (C): -1.5780, atom 2 (C): 0.1224, atom 3 (C): 0.4786, atom 4 (C): -0.2747, atom 5 (C): -0.8190, atom 6 (C): -0.6736, atom 7 (C): -0.6452, atom 8 (C): 0.4559


[3]
A structure of composition C29H46P2SSm, computed with wB97M-V/def2-TZVPD.

```
! wB97M-V def2-TZVPD RIJCOSX def2/J DEFGRID3
* xyz 1 6
Sm -1.29 -0.93 -0.59
C 1.49 0.09 -1.01
C 0.45 0.94 -1.52
C 0.76 1.44 0.71
C 1.66 0.41 0.36
C -0.04 1.73 -0.41
C 2.44 -0.72 -1.81
H 1.96 -1.11 -2.71
H 2.83 -1.55 -1.21
H 3.30 -0.10 -2.14
C 2.76 -0.08 1.23
H 3.47 -0.68 0.66
H 2.35 -0.74 2.00
H 3.28 0.74 1.75
C 0.74 2.22 1.98
H 1.72 2.20 2.47
H -0.01 1.81 2.66
H 0.45 3.25 1.79
C -1.06 2.82 -0.52
H -0.59 3.76 -0.87
H -1.50 3.01 0.48
H -1.87 2.57 -1.23
C 0.11 1.18 -2.95
H 0.54 2.14 -3.29
H -0.98 1.27 -3.11
H 0.51 0.40 -3.61
C -2.71 -4.35 -1.45
C -2.01 -4.36 -2.80
C -2.81 -3.85 -3.99
C -3.62 -2.60 -3.79
C -3.10 -1.64 -2.70
C -4.25 -1.36 -1.75
C -4.69 -2.62 -0.96
C -4.19 -4.07 -1.24
H -3.50 -4.69 -4.15
H -4.65 -2.90 -3.58
H -2.30 -3.79 -4.97
H -4.85 -4.60 -1.95
H -2.46 -5.29 -0.95
H -1.49 -5.27 -3.15
H -4.34 -4.54 -0.27
H -4.48 -2.41 0.11
H -5.11 -0.97 -2.28
H -5.79 -2.60 -1.05
H -3.76 -2.06 -4.74
H -2.60 -0.76 -3.19
P -0.43 -3.68 -1.85
C 0.44 -5.24 -1.47
C -0.06 -2.82 -3.44
P -3.95 0.10 -0.54
C -1.88 -3.20 -0.89
C -4.44 1.58 -1.47
C -5.11 0.11 0.86
H 0.71 -5.33 -0.40
H 1.37 -5.30 -2.07
H -0.17 -6.13 -1.70
H -0.94 -2.26 -3.81
H 0.12 -3.67 -4.11
H 0.81 -2.17 -3.37
H -5.69 -0.81 0.90
H -5.76 0.99 0.79
H -4.46 0.19 1.76
H -1.94 -3.00 0.22
H -2.39 -2.27 -1.68
H -4.42 2.47 -0.80
H -5.46 1.46 -1.88
H -3.76 1.82 -2.30
S -1.06 -1.33 2.16
C -0.13 -1.63 3.58
C 0.89 -0.76 4.01
C 1.71 -1.06 5.08
C 1.53 -2.24 5.81
C 0.44 -3.03 5.48
C -0.38 -2.75 4.41
H 1.04 0.17 3.46
H 2.50 -0.38 5.36
H 2.21 -2.51 6.62
H 0.23 -3.91 6.11
H -1.22 -3.39 4.16
*
```

Largest force on an atom: 5.17 eV/A
HOMO-LUMO gap (spin up / spin down): 5.14 / 5.16 eV

Mulliken population analysis, charges in e, atoms 1 to 8: atom 1 (Sm): 0.4743, atom 2 (C): 0.2911, atom 3 (C): 0.6977, atom 4 (C): 0.9012, atom 5 (C): 0.4481, atom 6 (C): 0.5303, atom 7 (C): -1.5782, atom 8 (H): 0.3361